# 1
The following is a DFT calculation (ωB97M-V/def2-TZVPD) of 2 unconnected molecules or ions with the total composition C16H22BCl3O in a non-equilibrium geometry.

Output
Kohn-Sham gap	7.30	eV
energy relative to the best compared isomer or geometry (same formula, charge and spin)	0.00	kcal/mol
net charge	0
HOMO level	-0.3394	Ha

The geometry in XYZ format:
```
43
Properties=species:S:1:pos:R:3:lowdin_charge:R:1
Cl -3.911 2.004 1.408 0.512
B -3.069 0.420 1.860 -1.861
Cl -1.464 0.721 2.824 0.515
Cl -4.153 -0.722 2.879 0.488
O -2.771 -0.218 0.576 -0.098
C -2.073 -1.279 0.393 -0.100
C -2.556 -2.282 -0.518 -0.165
C -2.034 -3.590 -0.400 -0.003
C -2.424 -4.580 -1.295 -0.058
C -3.344 -4.277 -2.316 -0.046
C -3.903 -2.993 -2.406 -0.057
C -3.546 -2.000 -1.500 0.029
H -1.269 -1.528 1.100 0.138
H -1.348 -3.803 0.420 0.127
H -2.044 -5.597 -1.189 0.112
H -3.648 -5.051 -3.021 0.112
H -4.660 -2.779 -3.172 0.117
H -4.013 -1.011 -1.507 0.136
C 3.789 2.038 -0.446 -0.202
C 2.970 3.259 0.013 -0.212
C 1.510 3.248 -0.433 -0.190
C 0.564 2.316 0.377 -0.159
C 0.640 0.818 0.158 -0.282
C -0.288 0.155 -0.573 0.004
C 1.683 -0.044 0.825 -0.160
C 2.869 0.639 1.542 -0.198
C 4.042 0.965 0.618 -0.216
H 3.320 1.584 -1.332 0.111
H 4.776 2.399 -0.775 0.105
H 3.026 3.380 1.102 0.110
H 3.446 4.152 -0.418 0.106
H 1.135 4.278 -0.336 0.111
H 1.446 3.007 -1.502 0.113
H 0.686 2.560 1.449 0.110
H -0.461 2.629 0.113 0.115
H -0.083 -0.875 -0.880 0.085
H -1.107 0.688 -1.055 0.093
H 1.172 -0.678 1.582 0.111
H 2.079 -0.762 0.081 0.123
H 2.532 1.532 2.076 0.097
H 3.229 -0.046 2.323 0.111
H 4.365 0.048 0.107 0.108
H 4.887 1.276 1.248 0.110
```

---

# 2
The following is a DFT calculation (ωB97M-V/def2-TZVPD) of a molecular structure, H23O12 in a non-equilibrium geometry.

Output
multiplicity	2
Kohn-Sham gap (alpha / beta)	10.46 / 5.76	eV
energy relative to the best compared isomer or geometry (same formula, charge and spin)	100.36	kcal/mol
net charge	0
HOMO level (alpha / beta)	-0.4290 / -0.4290	Ha

The geometry in XYZ format:
```
35
Properties=species:S:1:pos:R:3:lowdin_spin:R:1
O -0.985 -2.693 3.245 0.000
H -0.399 3.212 0.172 0.000
H -1.347 0.075 2.771 0.000
O 3.271 2.755 0.499 0.000
H 3.222 1.720 0.268 0.000
H 2.861 2.716 1.324 0.000
O -3.753 -1.562 0.831 0.000
H -3.802 -1.578 -0.118 0.000
O -2.287 0.211 2.883 0.001
H 1.551 -3.218 -3.090 0.000
H -2.464 0.537 1.975 0.000
O -0.928 3.740 0.860 0.002
H 1.327 -2.059 4.562 0.000
H -0.186 -1.137 -2.019 -0.001
O 1.051 -1.110 -0.596 0.708
H 0.402 -0.350 0.112 -0.007
H -3.229 -0.953 1.165 0.000
O 1.338 -3.125 -3.897 0.000
H 0.333 -2.909 -3.983 0.000
H 1.832 -1.459 0.122 -0.003
O 0.063 1.375 -3.856 0.000
H -0.770 1.661 -3.484 0.000
H 0.575 1.586 -3.137 0.000
O 1.599 -1.624 3.780 0.000
H 0.891 -1.531 3.089 0.000
H -1.711 -3.273 3.680 0.000
O -0.456 0.249 0.730 0.298
H -1.140 -2.325 2.367 0.000
H 2.723 2.520 -3.090 0.000
O 2.603 3.328 -2.914 0.000
H -0.769 0.672 -0.080 0.002
H -0.940 3.107 1.641 0.000
O -1.145 -1.183 -2.256 0.003
H 2.146 3.680 -2.145 0.000
H -1.479 -1.057 -1.411 -0.002
```

---

# 3
The following is a DFT calculation (ωB97M-V/def2-TZVPD) of a molecular structure, I2O4P in a non-equilibrium geometry.

Output
Kohn-Sham gap	7.77	eV
energy relative to the best compared isomer or geometry (same formula, charge and spin)	19.57	kcal/mol
net charge	-1
HOMO level	-0.2075	Ha

The geometry in XYZ format:
```
7
Properties=species:S:1:pos:R:3:lowdin_charge:R:1
O -0.947 1.168 1.582 -0.384
O -1.065 1.489 -1.038 -0.614
O 2.000 -1.750 -0.446 -1.499
O -2.646 -0.173 0.220 -0.383
P -1.501 0.785 0.257 0.025
I 3.605 -1.299 0.432 0.689
I 0.553 -0.221 -1.006 1.165
```